Entry 1:
This record from OMol25 describes an isolated ion of composition C6H10N5O2 and charge +1. The level of theory is the ωB97M-V functional and the def2-TZVPD basis.

The geometry in XYZ format:
```
23
Properties=species:S:1:pos:R:3:forces:R:3
C -1.133 -2.031 -0.179 -2.03 -3.06 -0.37
C -2.198 -1.227 -0.084 -0.59 -0.55 -1.38
C 0.255 -2.111 -0.071 3.26 -0.10 2.67
C 2.620 0.752 -0.144 -1.76 -2.93 0.42
C 1.585 -0.198 -0.627 -2.47 1.72 -1.10
C -2.447 0.133 0.072 0.33 2.69 1.12
N 1.259 -1.239 0.075 0.33 -0.35 -1.06
N 2.884 0.639 1.120 0.48 0.45 0.40
N -3.666 0.707 -0.048 0.85 -0.66 -0.12
N 3.201 1.481 -1.020 3.49 4.16 -1.00
N -1.485 1.083 0.637 -2.50 -1.36 -0.84
O -1.944 2.162 0.922 -0.09 1.68 0.32
O -0.346 0.740 0.815 1.48 -0.60 0.43
H -1.505 -3.125 -0.236 0.59 1.78 -0.25
H -3.123 -1.721 -0.390 0.09 -0.11 0.49
H 0.606 -3.093 0.359 -0.57 0.76 -0.88
H 0.826 0.275 -1.372 1.63 -1.05 0.64
H 2.228 0.078 1.630 0.11 -0.28 0.50
H 3.680 1.058 1.555 0.19 0.22 0.38
H -4.466 0.194 -0.383 0.06 0.18 0.03
H -3.658 1.696 0.171 -0.45 -0.01 -0.03
H 2.852 1.497 -1.959 -0.10 -0.24 -0.28
H 3.974 2.253 -0.845 -2.33 -2.35 -0.09
```
Positions in Å, forces in eV/Å.

Output
2S+1: 3
Lowest unoccupied orbital energy (spin up / spin down), eV: -4.0 / -5.6
Total charge: +1


Entry 2:
This record from OMol25 describes a 2-piece molecular cluster, C6H10NO overall. The level of theory is the ωB97M-V functional and the def2-TZVPD basis.

The geometry in XYZ format:
```
18
Properties=species:S:1:pos:R:3:forces:R:3
C 4.059 -1.603 -0.048 -1.34 -0.61 0.10
C 3.116 -0.837 -0.134 2.61 0.29 0.38
C 2.489 0.378 -0.045 -4.46 1.07 1.13
C -0.932 1.439 -0.215 0.66 -1.72 -0.69
C -1.689 -1.079 -0.157 -1.17 -1.49 -6.46
C -2.848 -0.071 -0.267 1.77 -0.22 0.72
N -2.168 1.186 0.038 0.00 2.40 0.92
O 2.733 1.362 0.777 1.01 -1.64 -0.75
H 4.605 -2.519 0.046 0.46 0.13 -0.22
H 1.367 0.423 -0.404 1.63 0.65 -0.24
H -0.468 2.389 -0.082 -0.86 1.30 0.78
H -2.020 -2.087 -0.523 0.21 0.67 0.90
H -0.899 -0.790 -0.925 -1.10 -0.40 0.81
H -1.157 -1.081 0.709 0.75 -0.02 2.92
H -3.472 -0.314 0.575 -0.85 0.29 0.08
H -3.430 0.180 -1.188 0.60 -1.28 0.52
H -2.815 1.837 0.505 0.44 0.29 -0.43
H 3.531 1.188 1.341 -0.37 0.28 -0.48
```
Positions in Å, forces in eV/Å.

Output
Lowest unoccupied orbital energy (spin up / spin down), eV: -6.7 / -6.7
Energy above the lowest of the compared OMol25 structures with the same formula, charge and spin, kJ/mol: 647.7
Total charge: +1


Entry 3:
This record from OMol25 describes an isolated ion of composition C6H10NO and charge +1. The level of theory is the ωB97M-V functional and the def2-TZVPD basis.

The geometry in XYZ format:
```
18
Properties=species:S:1:pos:R:3:forces:R:3
C -1.506 -1.518 1.044 0.56 1.59 -1.00
C 1.607 -0.121 0.256 0.00 1.42 -1.52
C 0.485 -1.028 -0.124 0.50 -0.28 -2.24
C -1.337 0.621 -0.134 1.79 2.04 0.36
C 1.362 1.142 -0.567 -0.67 2.11 0.71
C -0.117 1.482 -0.721 0.36 0.05 0.41
N -0.843 -0.665 0.305 -1.18 -2.71 1.17
O 0.701 1.039 -1.828 -0.74 -0.08 0.90
H -2.573 -1.287 1.197 0.63 -0.31 0.34
H -0.967 -2.391 1.483 -0.73 0.69 -0.64
H 1.592 0.179 1.321 0.40 -0.49 -0.46
H 2.515 -0.630 -0.115 -0.13 0.30 0.78
H 0.459 -1.173 -1.276 -0.03 0.26 1.96
H 0.694 -1.923 0.335 0.27 -2.42 0.69
H -1.566 1.114 0.845 -0.34 0.07 -1.16
H -2.182 0.618 -0.833 0.19 -0.37 0.29
H 2.118 2.011 -0.505 -1.31 -1.52 -0.07
H -0.442 2.531 -0.683 0.41 -0.35 -0.54
```
Positions in Å, forces in eV/Å.

Output
Lowest unoccupied orbital energy, eV: -5.3
Energy above the lowest of the compared OMol25 structures with the same formula, charge and spin, kJ/mol: 192.2
Total charge: +1
SMILES: C=[N+]1CC[C@H]2O[C@H]2C1


Entry 4:
This record from OMol25 describes a 2-piece molecular cluster, C6H10NO2 overall. The level of theory is the ωB97M-V functional and the def2-TZVPD basis.

The geometry in XYZ format:
```
19
Properties=species:S:1:pos:R:3:forces:R:3
C 2.421 1.826 0.796 -0.91 0.29 0.34
C -1.462 1.521 -1.505 -0.38 2.01 -2.41
C -0.683 0.625 -0.700 2.40 0.76 0.51
C -0.594 -1.909 0.782 -1.93 2.61 1.03
C 0.032 2.216 0.912 -5.46 -0.51 2.34
C 0.319 -1.535 -0.296 -1.12 -2.64 -1.82
N 1.311 2.103 0.944 3.91 -0.59 -1.04
O -1.949 0.567 -0.531 -1.82 -1.95 0.57
O 0.300 -0.213 -0.772 -0.67 2.45 -0.65
H 3.417 1.509 0.644 0.51 0.00 0.02
H -1.618 2.504 -1.063 0.28 -0.02 -0.70
H -1.725 1.448 -2.652 0.53 -0.51 2.59
H -0.223 -1.634 1.779 -0.37 -0.21 -0.20
H -1.566 -1.337 0.539 1.17 -1.26 0.92
H -0.794 -2.941 0.673 -0.24 -1.09 0.37
H -0.453 3.123 0.522 0.89 -0.25 0.00
H -0.426 1.998 1.985 0.84 0.17 -2.30
H -0.044 -2.225 -1.124 1.00 1.17 0.25
H 1.333 -1.707 -0.094 1.38 -0.42 0.19
```
Positions in Å, forces in eV/Å.

Output
Lowest unoccupied orbital energy (spin up / spin down), eV: -4.0 / -4.0
Energy above the lowest of the compared OMol25 structures with the same formula, charge and spin, kJ/mol: 504.4
Total charge: +1


Entry 5:
This record from OMol25 describes an isolated ion of composition C6H10NO2S and charge +1. The level of theory is the ωB97M-V functional and the def2-TZVPD basis.

The geometry in XYZ format:
```
20
Properties=species:S:1:pos:R:3:forces:R:3
C 0.488 -1.321 1.116 -0.86 -1.72 -0.54
C 1.831 0.397 -0.128 1.52 -2.67 0.58
C -2.548 1.251 0.706 -0.12 -2.50 -3.38
C 1.252 -1.780 -1.292 1.24 2.46 0.14
C -1.435 1.850 -0.210 -1.04 1.04 1.17
C 1.647 -1.167 0.074 -3.77 3.77 -1.14
N 0.860 1.230 -0.184 -3.68 1.62 -0.70
O 0.319 -0.665 2.090 0.18 0.32 -0.06
O -0.450 0.829 -0.488 4.53 0.12 1.30
S 3.482 0.863 -0.073 -1.36 -0.07 -0.22
H -0.190 -2.232 0.865 0.79 1.09 0.33
H -2.703 0.096 0.504 0.04 2.39 0.05
H -2.393 1.313 1.734 0.68 0.55 1.63
H -3.412 1.829 0.396 -0.48 -0.29 0.29
H 0.727 -1.190 -2.081 0.06 -0.03 1.29
H 2.165 -2.028 -1.727 1.46 -0.86 -1.03
H 0.745 -2.623 -1.032 -1.64 -2.60 0.16
H -1.134 2.793 0.386 0.61 -1.58 -1.58
H -1.710 2.038 -1.275 -0.55 0.40 1.10
H 2.458 -1.482 0.617 2.39 -1.45 0.60
```
Positions in Å, forces in eV/Å.

Output
Lowest unoccupied orbital energy (spin up / spin down), eV: -7.7 / -7.9
Energy above the lowest of the compared OMol25 structures with the same formula, charge and spin, kJ/mol: 630.2
Total charge: +1


Entry 6:
This record from OMol25 describes an isolated ion of composition C6H10NO2S2 and charge +1. The level of theory is the ωB97M-V functional and the def2-TZVPD basis.

The geometry in XYZ format:
```
21
Properties=species:S:1:pos:R:3:forces:R:3
C -0.471 -1.895 -0.239 0.75 -1.53 -1.08
C 1.114 2.445 -0.169 -2.63 -1.62 -0.72
C 0.664 1.352 -0.911 0.99 2.78 1.75
C -0.376 0.393 -0.265 -1.09 3.68 -0.68
C -1.104 -1.803 1.186 0.65 0.14 0.27
C 1.200 1.044 -2.285 2.50 -3.25 2.07
N -0.272 0.300 1.172 1.70 -2.57 -2.08
O -0.150 -2.961 -0.684 -0.72 0.09 0.91
O -0.162 -0.811 -0.933 -0.70 -1.05 1.26
S -0.327 -2.715 2.398 2.35 0.63 -1.60
S -2.759 -1.499 1.322 -1.36 0.47 -0.80
H 1.856 3.154 -0.532 -0.19 -0.32 -0.05
H 0.476 2.783 0.712 1.36 -0.68 -0.85
H -1.436 0.730 -0.492 1.11 -0.25 0.17
H 0.504 0.985 -3.053 -1.58 0.37 -1.31
H 2.061 1.672 -2.555 -0.48 -0.19 0.16
H 1.561 -0.106 -2.226 -0.32 2.63 -0.36
H 0.680 0.296 1.498 0.15 0.43 0.38
H -0.961 0.634 1.759 -1.42 1.20 1.12
H 0.933 -2.603 1.648 -1.79 -0.59 1.57
H -3.031 -1.396 2.650 0.73 -0.38 -0.14
```
Positions in Å, forces in eV/Å.

Output
Lowest unoccupied orbital energy, eV: -5.8
Energy above the lowest of the compared OMol25 structures with the same formula, charge and spin, kJ/mol: 41.9
Total charge: +1


Entry 7:
This record from OMol25 describes C6H10NO4S as an isolated structure. The level of theory is the ωB97M-V functional and the def2-TZVPD basis.

The geometry in XYZ format:
```
22
Properties=species:S:1:pos:R:3:forces:R:3
C -2.534 0.706 -0.412 -1.17 -1.54 0.07
C 2.133 0.784 -0.314 1.02 -1.48 -0.23
C -2.769 -0.764 -0.228 2.88 -0.42 2.44
C -1.375 -1.440 -0.141 -2.62 0.73 1.22
C -0.121 0.111 1.124 -1.17 0.60 -1.13
C 3.064 0.495 -1.461 1.99 1.18 1.50
N -0.682 -1.110 1.065 1.01 0.90 1.04
O -3.275 1.346 -1.066 -0.33 1.51 -0.51
O 2.284 1.924 0.228 0.27 1.22 0.10
O 0.543 0.551 2.207 0.07 -0.31 -0.71
O 1.295 -0.083 0.039 0.41 0.53 -0.54
S -1.086 1.479 0.282 1.20 -0.33 0.82
H -3.329 -1.112 0.649 -0.20 0.73 -0.19
H -3.152 -1.168 -1.091 -1.54 -0.49 -2.04
H -1.562 -2.461 -0.201 0.12 -1.90 0.08
H -0.852 -1.127 -0.961 1.77 0.56 -2.23
H 2.349 0.608 -2.230 -0.24 -0.69 -1.78
H 3.570 -0.463 -1.276 -0.81 -0.05 -0.64
H 3.941 1.238 -1.625 -1.92 -0.85 0.61
H -0.162 -1.857 1.506 0.10 0.01 0.15
H 1.677 2.087 0.946 -0.55 0.21 0.81
H 0.042 0.256 2.960 -0.28 -0.10 1.16
```
Positions in Å, forces in eV/Å.

Output
Lowest unoccupied orbital energy, eV: -3.3
Energy above the lowest of the compared OMol25 structures with the same formula, charge and spin, kJ/mol: 65.9
Total charge: +1


Entry 8:
This record from OMol25 describes a 2-piece molecular cluster, C6H10O overall. The level of theory is the ωB97M-V functional and the def2-TZVPD basis.

The geometry in XYZ format:
```
17
Properties=species:S:1:pos:R:3:forces:R:3
C -2.540 -0.413 1.952 0.00 0.12 0.09
O -2.142 0.384 2.761 -0.17 -0.26 -0.23
C 0.238 0.693 0.512 0.15 -0.19 0.01
C 1.100 -0.316 0.643 -0.13 0.20 -0.03
C 1.534 -0.873 -0.692 0.02 -0.03 -0.01
C 1.028 0.189 -1.695 0.02 -0.01 -0.05
C -0.053 0.998 -0.940 0.04 0.04 0.00
H -3.527 -0.908 2.053 0.13 0.08 0.06
H -1.943 -0.686 1.060 -0.03 0.05 0.13
H -1.068 0.673 -1.210 0.09 0.03 0.05
H -0.251 1.201 1.339 0.13 -0.06 -0.13
H 1.438 -0.726 1.590 -0.07 0.05 -0.10
H 2.617 -1.031 -0.759 -0.16 0.04 0.02
H 1.066 -1.853 -0.864 0.06 0.12 0.02
H 1.855 0.854 -1.965 -0.12 -0.09 0.04
H 0.650 -0.256 -2.620 0.06 0.08 0.12
H -0.002 2.070 -1.164 -0.02 -0.17 0.04
```
Positions in Å, forces in eV/Å.

Output
Lowest unoccupied orbital energy, eV: 0.9
Energy above the lowest of the compared OMol25 structures with the same formula, charge and spin, kJ/mol: 101.6
SMILES: C1=CCCC1.C=O


Entry 9:
This record from OMol25 describes a 2-piece molecular cluster, C6H10O overall. The level of theory is the ωB97M-V functional and the def2-TZVPD basis.

The geometry in XYZ format:
```
17
Properties=species:S:1:pos:R:3:forces:R:3
O 2.514 -1.203 0.355 -0.18 0.18 -0.43
C 1.982 -0.483 -0.460 0.11 -0.18 0.20
C -0.482 -1.305 -0.360 0.00 -0.11 0.02
C -1.705 -0.612 0.258 -0.07 -0.03 0.02
C -1.561 0.864 -0.163 -0.03 0.02 0.01
C -0.063 1.012 -0.324 0.12 -0.16 -0.03
C 0.529 -0.182 -0.408 -0.11 0.14 0.04
H 2.508 1.130 1.666 0.02 0.09 0.04
H 2.570 -0.052 -1.293 0.02 0.13 0.12
H -0.120 -2.169 0.205 -0.09 0.12 -0.02
H -0.689 -1.644 -1.386 0.02 0.00 0.14
H -1.627 -0.681 1.349 -0.04 0.03 -0.13
H -2.654 -1.063 -0.044 0.10 0.08 0.03
H -2.064 1.061 -1.122 0.07 -0.01 0.11
H -1.987 1.559 0.568 0.09 -0.09 -0.10
H 0.438 1.977 -0.346 -0.04 -0.21 -0.05
H 2.428 1.864 1.583 0.03 -0.01 0.04
```
Positions in Å, forces in eV/Å.

Output
Lowest unoccupied orbital energy, eV: 0.7
Energy above the lowest of the compared OMol25 structures with the same formula, charge and spin, kJ/mol: 133.3
SMILES: O=CC1=CCCC1.[H][H]


Entry 10:
This record from OMol25 describes a 2-piece molecular cluster, C6H10O overall. The level of theory is the ωB97M-V functional and the def2-TZVPD basis.

The geometry in XYZ format:
```
17
Properties=species:S:1:pos:R:3:forces:R:3
C 0.926 1.949 0.013 -0.04 0.05 -0.03
C 0.947 0.813 0.992 -0.12 -0.03 0.14
C -0.015 0.546 1.871 0.13 0.03 -0.08
C -0.228 -1.601 -1.069 -0.02 0.13 -0.14
C -0.587 -0.609 -1.881 0.01 -0.13 0.07
C -1.106 -2.014 0.048 0.06 -0.21 0.14
O -0.856 -2.924 0.806 -0.10 0.37 -0.28
H 1.748 2.650 0.201 -0.10 -0.12 -0.03
H -0.016 2.504 0.065 0.13 -0.08 0.02
H 1.049 1.580 -1.014 -0.01 0.05 0.16
H 1.825 0.167 0.957 -0.13 0.08 0.03
H 0.051 -0.298 2.551 0.01 0.13 -0.10
H -0.909 1.165 1.937 0.13 -0.07 -0.03
H 0.709 -2.142 -1.176 -0.12 0.06 -0.01
H 0.034 -0.280 -2.709 -0.08 -0.09 0.11
H -1.529 -0.082 -1.735 0.13 -0.09 0.01
H -2.044 -1.425 0.143 0.11 -0.08 0.02
```
Positions in Å, forces in eV/Å.

Output
Lowest unoccupied orbital energy, eV: 0.4
Energy above the lowest of the compared OMol25 structures with the same formula, charge and spin, kJ/mol: 137.2
SMILES: C=CC=O.C=CC